Molecular formula: C49H36N3O8S3Ta
Method: DFT, ωB97M-V with the def2-TZVPD basis set

As for the HOMO energy: -0.477 hartree. The calculation puts the HOMO-LUMO gap at 6.60 eV. The net charge is +2.

Last column: Mulliken charge in e.
Atoms and positions in Å:
Ta 0.91 0.37 -1.40  2.52
S -2.06 1.73 -0.35  -0.01
S 1.05 -0.69 1.00  1.51
S 2.39 0.37 -5.87  -0.22
O 1.31 2.29 -1.51  -0.60
O -0.73 0.94 -0.34  -0.41
O 1.51 0.75 0.89  -0.57
O 2.86 0.31 -1.38  -0.96
O 2.93 3.83 -1.33  -0.54
O 1.25 -1.62 -1.90  -0.87
O 4.61 1.52 -0.66  -0.48
O -0.76 -0.46 -2.36  -0.19
N 1.25 0.63 -3.60  0.78
N -0.78 -1.68 -2.78  -1.08
N 0.28 -2.28 -2.51  1.50
C 0.92 -6.30 -3.42  -0.49
C 0.35 7.22 -0.77  -1.68
C 3.51 1.47 -1.09  0.44
C -0.18 -1.17 2.19  -0.49
C -1.57 0.44 4.75  -0.70
C -2.69 1.84 6.37  -0.66
C -3.11 2.16 4.02  0.74
C 2.48 -3.01 0.81  -0.05
C 2.27 0.08 -4.20  -0.14
C -2.21 1.12 3.68  1.32
C 2.49 -1.69 1.23  0.24
C 3.66 -3.73 0.87  -1.03
C -3.22 -3.74 3.57  -1.07
C -0.01 5.07 0.49  -0.89
C -0.84 -3.19 3.35  -1.42
C 0.30 1.99 -6.84  -0.52
C 0.46 1.35 -4.49  -0.70
C 3.65 -1.06 1.67  -0.84
C 6.12 -3.93 1.40  -1.58
C 0.14 -2.39 2.84  -0.68
C -4.53 -3.39 3.43  -0.65
C -2.52 -1.59 2.61  0.61
C -3.79 2.85 2.98  -1.29
C -0.30 5.88 -0.62  1.03
C -0.61 -4.47 -3.10  -0.60
C 1.79 -4.14 -2.81  -0.13
C 0.49 -3.67 -2.81  0.44
C -3.34 2.50 5.37  -1.13
C -3.48 2.59 1.69  -0.96
C -1.33 2.74 -5.21  -0.72
C -1.79 0.80 6.05  -0.97
C -0.59 3.83 0.64  -0.60
C 2.58 2.70 -1.34  0.64
C 4.84 -3.14 1.33  1.05
C 2.00 -5.48 -3.12  -0.84
C -4.87 -2.13 2.88  -0.88
C -1.20 5.42 -1.57  -0.66
C -0.37 -5.80 -3.41  -0.64
C -1.79 4.17 -1.45  -0.77
C -0.70 2.07 -4.19  0.51
C -2.19 -2.86 3.16  1.16
C 4.82 -1.80 1.72  -1.09
C -2.55 1.58 1.36  1.21
C -1.49 -0.68 2.20  0.55
C -3.90 -1.25 2.51  -0.96
C -0.84 2.70 -6.52  -0.63
C 0.94 1.32 -5.80  0.64
C -1.98 0.76 2.30  0.68
C -1.48 3.39 -0.35  0.41
H -5.32 -4.07 3.74  0.43
H 5.73 -1.33 2.05  0.47
H -1.26 0.29 6.84  0.48
H 2.62 -3.49 -2.57  0.49
H -4.51 3.61 3.24  0.48
H -3.93 3.18 0.90  0.52
H 1.09 -7.34 -3.67  0.43
H 3.65 -0.02 1.94  0.58
H -5.91 -1.86 2.77  0.47
H 3.00 -0.51 -3.67  0.34
H -2.23 3.31 -5.00  0.45
H 0.68 1.97 -7.85  0.45
H -1.61 -4.07 -3.08  0.50
H -0.86 -0.36 4.55  0.45
H 6.41 -4.09 2.44  0.34
H -4.19 -0.29 2.10  0.32
H 3.00 -5.87 -3.13  0.43
H -0.35 3.20 1.48  0.49
H 0.85 7.29 -1.74  0.38
H -2.86 2.10 7.41  0.43
H 6.02 -4.90 0.93  0.38
H 1.09 7.40 0.01  0.38
H -1.44 6.04 -2.43  0.47
H 1.17 -2.69 2.92  0.84
H -4.03 3.30 5.60  0.47
H 6.93 -3.39 0.92  0.38
H -2.49 3.82 -2.19  0.73
H -1.37 3.24 -7.30  0.43
H -0.39 8.01 -0.73  0.38
H -1.21 -6.44 -3.64  0.42
H -0.57 -4.09 3.88  0.51
H -2.95 -4.70 3.99  0.48
H -1.08 2.11 -3.18  0.09
H 3.67 -4.77 0.56  0.39
H 0.69 5.42 1.24  0.37
H 1.58 -3.48 0.45  0.75


Molecular formula: C49H37ClF9O8S3Ti
Method: DFT, ωB97M-V with the def2-TZVPD basis set

The multiplicity is 2. As for the HOMO energy (spin up / spin down): 0.009 / -0.094 hartree. The calculation puts the HOMO-LUMO gap (spin up / spin down) at 3.47 / 6.26 eV. The net charge is -2.

Last column: Löwdin spin population.
Atoms and positions in Å:
Ti 15.28 18.82 8.68  0.00
Cl 14.20 22.07 16.12  0.00
S 14.11 14.63 14.34  0.00
S 16.46 13.06 11.58  0.03
S 15.48 16.87 9.25  0.00
F 19.43 19.11 9.03  0.00
F 20.12 18.13 7.29  0.00
F 18.28 21.34 5.83  0.00
F 16.74 19.13 5.14  0.00
F 20.05 20.83 7.00  0.00
F 18.50 17.27 8.36  0.00
F 18.16 21.56 7.99  0.00
F 18.83 18.79 4.86  0.00
F 17.69 17.33 6.02  0.00
O 15.85 20.08 10.35  0.00
O 14.24 19.17 7.20  0.00
O 12.45 16.89 7.67  0.00
O 13.08 19.62 5.40  0.00
O 13.82 15.41 15.55  0.00
O 13.68 19.64 9.92  0.00
O 16.45 11.98 12.62  0.01
O 16.87 19.45 7.80  0.00
C 18.53 11.23 7.95  0.00
C 9.89 11.99 11.30  0.05
C 14.52 13.33 9.77  0.06
C 19.40 10.67 6.83  0.00
C 11.74 17.12 5.46  0.00
C 13.43 16.27 12.17  0.01
C 13.34 8.58 14.88  0.00
C 13.28 13.17 9.20  0.19
C 10.98 16.14 11.17  0.01
C 14.31 21.58 14.51  0.00
C 13.94 12.70 14.39  0.01
C 14.18 16.49 5.83  0.00
C 12.12 12.82 9.92  0.04
C 13.27 20.55 12.63  0.00
C 12.36 12.40 11.16  0.02
C 13.25 20.91 13.97  0.00
C 18.67 20.80 6.97  0.00
C 12.93 15.20 12.99  0.01
C 10.13 16.31 10.08  0.00
C 13.43 9.94 14.52  0.00
C 15.46 21.64 12.41  0.00
C 13.52 7.73 13.76  0.00
C 13.67 10.90 15.87  0.01
C 16.92 11.01 9.72  0.00
C 13.60 8.18 12.45  0.00
C 13.69 12.39 11.79  0.15
C 13.75 9.50 12.15  0.00
C 17.13 12.37 10.13  0.01
C 13.85 12.18 15.71  0.00
C 11.65 14.63 12.99  0.01
C 13.82 11.98 13.23  0.02
C 15.36 22.08 13.76  0.00
C 18.04 19.33 7.15  0.00
C 10.77 12.75 9.45  0.11
C 17.58 10.49 8.57  0.00
C 18.91 12.63 8.39  0.00
C 14.60 20.18 10.57  0.00
C 19.01 18.42 7.97  0.00
C 14.38 20.87 11.88  0.00
C 18.16 13.07 9.51  0.00
C 12.87 17.34 6.39  0.00
C 12.40 16.71 11.42  0.00
C 11.14 12.03 11.70  0.05
C 9.56 12.40 10.06  0.08
C 13.77 10.40 13.25  0.01
C 17.84 18.61 5.72  0.00
C 13.33 18.78 6.29  0.00
C 10.72 15.25 12.19  0.00
C 14.70 12.89 10.98  0.11
H 14.05 12.66 16.71  0.00
H 12.74 17.66 10.39  0.00
H 15.21 13.62 8.94  0.00
H 19.57 13.03 7.76  0.00
H 13.98 7.51 11.72  0.00
H 13.58 7.92 15.89  0.00
H 14.33 16.80 12.02  0.00
H 13.22 13.11 8.05  0.01
H 12.42 20.69 14.59  0.00
H 10.77 16.40 5.67  0.00
H 11.87 16.75 4.49  0.00
H 20.09 10.06 7.35  0.00
H 13.38 10.30 16.81  0.00
H 10.89 17.83 5.54  0.00
H 11.25 11.69 12.62  0.00
H 18.63 14.22 9.92  0.00
H 16.26 21.83 11.69  0.00
H 9.03 16.08 10.07  0.00
H 12.48 19.93 12.18  0.00
H 13.84 6.62 13.49  0.00
H 15.87 10.51 10.07  0.00
H 9.05 11.42 11.92  0.00
H 16.09 22.78 14.16  0.00
H 9.80 14.67 12.06  0.00
H 10.63 12.80 8.26  0.00
H 11.17 14.03 13.91  0.00
H 17.16 9.73 7.82  0.00
H 19.87 11.44 6.31  0.00
H 10.76 15.46 9.22  0.00
H 13.07 16.88 8.42  0.00
H 14.87 16.18 6.64  0.00
H 13.85 15.44 5.93  0.00
H 14.19 9.85 11.24  0.00
H 8.76 12.07 9.52  0.01
H 14.75 17.24 4.98  0.00
H 18.97 10.04 6.13  0.00
H 10.02 17.31 9.48  0.00


Molecular formula: C49H38Cl2N6O3SiW
Method: DFT, ωB97M-V with the def2-TZVPD basis set

As for the HOMO energy (spin up / spin down): -0.265 / -0.241 hartree. The calculation puts the HOMO-LUMO gap (spin up / spin down) at 6.34 / 5.77 eV.

Last column: Mulliken charge in e.
Atoms and positions in Å:
W -0.81 0.48 0.86  1.93
Cl -2.60 -4.57 0.24  -0.15
Cl -0.24 -2.84 0.27  0.21
Si 1.43 -0.51 -1.78  0.22
O -4.17 -1.76 2.09  -0.71
O 0.41 -0.07 -0.59  -0.16
O 2.71 -0.92 2.68  -0.69
N -2.29 3.02 1.63  -1.48
N -2.54 -0.01 -0.48  0.03
N 0.48 -0.42 2.29  1.14
N 1.12 1.92 1.37  0.37
N -2.00 -0.93 1.87  1.13
N -1.94 1.84 2.07  1.22
C -1.07 -2.35 -4.61  -0.99
C 2.68 3.68 1.00  -1.11
C -2.52 1.58 3.34  0.30
C -1.36 -3.32 4.68  -0.83
C 0.62 -1.76 -2.97  0.37
C 5.37 -1.76 -1.74  -0.82
C -3.61 1.00 5.83  -0.59
C 2.45 2.12 -4.88  -0.70
C -0.54 -3.63 -4.73  -0.75
C -1.73 0.99 4.34  -0.06
C 2.04 0.97 -2.78  0.10
C -3.47 -0.85 0.04  0.64
C -1.88 4.63 -0.06  -0.32
C -1.76 3.31 0.42  0.32
C 3.03 3.18 -4.20  -0.83
C -0.48 2.71 -1.49  1.39
C -1.04 2.31 -0.28  -1.67
C 1.82 -0.21 2.24  -0.65
C -4.38 1.63 4.86  -0.69
C -4.51 -1.38 -0.69  -0.88
C 4.14 -1.22 -2.08  -0.55
C 3.48 1.50 1.49  -0.73
C 3.13 3.13 -2.81  -0.58
C 1.15 -3.05 -3.11  -0.37
C -0.02 -3.06 4.89  -0.95
C -0.49 -1.43 -3.75  -0.08
C -1.27 4.97 -1.25  -0.81
C 4.44 -2.54 0.33  -0.60
C 0.63 -2.11 4.13  -0.47
C -3.83 1.93 3.62  -0.33
C -1.43 -1.65 2.94  -0.04
C -1.22 -3.97 -0.69  -0.24
C -2.07 -2.61 3.73  -0.74
C 0.58 -3.97 -3.98  -0.68
C 1.40 3.19 1.09  0.11
C -3.28 -1.22 1.46  -0.20
C -2.76 0.38 -1.75  -0.10
C -0.06 -1.42 3.13  -0.08
C -4.67 -1.03 -2.01  -0.68
C 3.04 -1.31 -1.21  0.67
C 5.52 -2.42 -0.52  -0.69
C 2.16 1.10 1.62  0.56
C 2.65 2.04 -2.12  0.47
C 1.97 1.02 -4.18  -0.30
C 3.76 2.81 1.15  -0.60
C -0.57 4.01 -1.97  -1.12
C -3.78 -0.09 -2.53  -0.80
C -2.28 0.70 5.57  -0.69
C 3.21 -1.99 -0.01  0.01
H -2.44 5.34 0.53  0.49
H 3.59 3.95 -2.28  0.44
H -5.46 -1.46 -2.62  0.45
H 0.05 1.99 -2.09  0.22
H -1.60 -3.43 -1.55  -0.13
H -4.41 2.43 2.86  0.50
H 4.02 -0.72 -3.03  0.40
H -5.41 1.88 5.07  0.38
H 1.68 -1.92 4.28  0.54
H -4.05 0.75 6.79  0.41
H -1.87 -4.08 5.25  0.45
H 6.49 -2.83 -0.25  0.38
H 2.38 -2.10 0.67  0.13
H 0.55 3.85 0.93  0.33
H 6.20 -1.67 -2.42  0.41
H -0.60 -4.80 -0.98  0.49
H 3.39 4.04 -4.74  0.38
H -2.09 1.14 -2.12  0.34
H 2.72 2.01 -1.04  0.06
H -1.32 5.99 -1.60  0.39
H -3.12 -2.81 3.58  0.60
H 4.25 0.76 1.66  0.53
H 4.55 -3.06 1.28  0.42
H 4.77 3.15 1.03  0.45
H 2.85 4.73 0.80  0.52
H 0.53 -3.61 5.64  0.42
H -1.94 -2.07 -5.19  0.44
H -0.08 4.27 -2.90  0.50
H -5.17 -2.07 -0.18  0.55
H 2.01 -3.33 -2.53  0.35
H -3.89 0.26 -3.55  0.51
H -1.67 0.25 6.34  0.43
H 1.01 -4.96 -4.08  0.44
H 2.39 2.14 -5.96  0.44
H -0.90 -0.43 -3.69  0.54
H -0.99 -4.34 -5.40  0.39
H -0.68 0.82 4.14  0.39
H 1.52 0.19 -4.71  0.32


Molecular formula: C49H39AsN3NiO2SSe
Method: DFT, ωB97M-V with the def2-TZVPD basis set

As for the HOMO energy: -0.344 hartree. The calculation puts the HOMO-LUMO gap at 5.92 eV. The net charge is +1.

Last column: Mulliken charge in e.
Atoms and positions in Å:
Se -1.46 -1.01 -1.61  -0.08
As 1.29 0.15 2.03  1.38
Ni 0.09 -0.11 -0.03  -1.79
S 1.10 -2.82 -1.24  0.46
O -5.75 0.83 5.28  -0.49
O -4.76 -1.14 5.33  -0.53
N 1.38 -1.40 -0.55  1.09
N -1.21 1.19 0.57  1.51
N 0.83 1.65 -1.15  0.75
C 0.00 2.66 -0.87  -0.55
C -0.25 -1.18 6.24  -0.91
C 3.39 -1.81 2.21  0.15
C 4.74 -4.40 -0.45  -0.77
C 0.59 0.45 4.68  0.34
C -3.18 -4.14 0.64  -0.92
C -4.85 -0.07 4.82  0.56
C 2.07 -4.92 0.16  -0.41
C -4.60 -3.68 -1.23  -0.55
C -4.33 -4.41 -0.09  -0.61
C 1.41 -1.55 -3.64  -0.17
C 1.03 4.08 -2.48  -0.61
C 4.69 -2.27 2.34  -0.81
C 5.50 -0.01 2.21  -0.72
C -2.31 -3.13 0.22  0.41
C 0.64 -0.55 3.71  -0.21
C 3.75 -3.58 -0.97  -0.33
C 2.04 -2.65 -5.68  -0.56
C 0.06 3.89 -1.50  -0.94
C 1.76 1.84 -2.08  -0.22
C 3.14 -0.44 2.10  0.55
C -3.14 1.87 1.99  -1.42
C -2.20 0.93 1.59  0.84
C -3.74 -2.67 -1.65  -0.86
C 1.68 -1.50 -5.00  -0.77
C -4.02 1.57 3.02  -1.23
C 1.87 -3.92 -3.64  -0.58
C 0.15 0.12 5.96  -0.55
C 1.89 3.04 -2.77  -1.05
C -2.59 -2.38 -0.92  0.34
C 4.20 0.46 2.09  -0.19
C -3.06 -0.60 3.22  -0.67
C 2.13 -3.86 -5.00  -0.72
C 3.08 -5.74 0.67  -0.55
C 2.42 -3.86 -0.66  0.20
C -3.97 0.34 3.66  0.76
C 1.78 4.23 3.08  -0.90
C 1.75 3.09 2.30  -0.28
C 4.40 -5.48 0.36  -0.56
C 0.24 -1.84 3.98  -0.35
C -1.00 2.38 0.17  0.33
C -2.19 -0.31 2.19  1.03
C 1.43 4.16 4.42  -0.90
C 1.52 -2.75 -2.97  0.41
C 5.75 -1.36 2.35  -0.77
C 1.01 1.80 4.22  -0.08
C 1.04 2.96 4.99  -0.46
C 1.38 1.88 2.87  -0.07
C -0.21 -2.16 5.25  -0.69
H -1.54 3.23 0.60  0.30
H 0.26 -2.61 3.21  0.36
H 0.77 2.92 6.04  0.43
H 2.43 1.01 -2.28  0.51
H -0.53 -3.17 5.48  0.46
H 0.11 0.88 6.73  0.42
H 1.59 -0.56 -5.53  0.47
H 5.78 -4.20 -0.69  0.44
H 2.34 -1.08 -0.63  0.18
H 1.10 5.02 -3.01  0.45
H 6.77 -1.72 2.47  0.41
H 1.08 -0.67 -3.10  0.32
H -1.49 -1.04 1.83  -0.32
H 1.03 -5.11 0.39  0.57
H 2.82 -6.58 1.30  0.45
H 6.33 0.70 2.20  0.43
H -5.72 1.65 4.78  0.27
H 2.03 3.14 1.25  0.63
H 2.40 -4.77 -5.54  0.42
H 2.66 3.15 -3.52  0.46
H 4.02 1.52 2.01  0.35
H 2.57 -2.52 2.19  0.29
H 2.23 -2.61 -6.74  0.39
H 2.08 5.18 2.64  0.47
H -4.74 2.33 3.29  0.21
H 1.45 5.06 5.03  0.42
H -3.97 -2.10 -2.54  0.42
H -1.40 -2.94 0.78  0.29
H 1.95 -4.86 -3.11  0.50
H -2.95 -4.71 1.53  0.45
H -3.22 2.84 1.50  0.45
H -0.64 4.67 -1.23  0.55
H -3.04 -1.57 3.71  0.63
H 4.88 -3.33 2.45  0.52
H -0.61 -1.42 7.23  0.43
H -5.00 -5.20 0.23  0.40
H 5.18 -6.12 0.76  0.41
H -5.50 -3.88 -1.80  0.39
H 4.01 -2.76 -1.62  0.47


Molecular formula: C49H39MnO2P2S
Method: DFT, ωB97M-V with the def2-TZVPD basis set

The multiplicity is 5. As for the HOMO energy (spin up / spin down): -0.481 / -0.482 hartree. The calculation puts the HOMO-LUMO gap (spin up / spin down) at 5.61 / 7.60 eV. The net charge is +2.

Last column: Löwdin spin population.
Atoms and positions in Å:
Mn -0.25 -1.48 1.08  4.06
S 0.95 0.86 0.51  0.02
P 0.80 -2.00 -1.06  -0.04
P -2.14 0.20 0.76  -0.08
O -0.80 -1.61 2.85  0.00
O 1.47 -0.33 1.33  0.06
C 0.35 4.33 3.26  0.00
C 0.68 2.16 1.58  0.00
C 1.74 2.91 2.02  0.00
C -3.50 2.80 -1.97  0.00
C 0.58 -4.09 0.69  0.01
C -0.68 2.35 2.09  0.00
C -3.25 2.12 -0.80  0.00
C -1.69 0.78 -1.92  0.00
C -2.36 1.05 -0.77  -0.01
C -6.17 -0.90 0.71  0.00
C -2.89 2.39 -3.11  0.00
C 3.45 3.09 -1.78  0.00
C -6.23 -1.75 1.78  0.00
C -1.92 3.82 3.68  0.00
C -3.03 3.03 3.56  0.00
C -4.95 -0.28 0.45  0.00
C 0.83 -4.24 -2.79  0.00
C -0.94 -3.19 -4.57  0.00
C -3.79 -0.58 1.17  -0.01
C 1.50 -3.18 0.18  0.00
C -5.08 -2.03 2.55  0.00
C -1.58 5.00 4.59  0.00
C -0.71 -2.53 -3.33  0.00
C 0.90 -5.03 1.66  0.00
C -2.96 1.92 2.72  -0.01
C -0.13 5.44 4.19  0.00
C 2.15 1.35 -0.63  0.00
C 4.98 2.25 -3.64  0.00
C 2.51 2.67 -0.78  0.00
C 3.17 -1.90 -2.39  0.00
C -1.89 1.60 1.94  -0.01
C 5.42 0.79 -4.04  0.00
C -3.88 -1.38 2.30  0.00
C 4.07 2.11 -2.51  0.00
C 2.23 -5.06 2.10  0.00
C 0.21 -1.54 3.94  0.00
C -0.77 3.48 2.94  0.00
C 2.39 -1.09 -1.57  -0.01
C 1.62 4.05 2.86  0.00
C 2.81 -3.17 0.70  0.00
C 0.62 -4.87 -4.00  0.00
C -1.91 1.42 -3.11  0.00
C 3.21 -4.12 1.59  0.00
C 2.69 0.32 -1.48  0.00
C 4.47 -0.11 -3.19  0.00
C 0.29 -3.01 -2.46  -0.01
C 4.18 -1.43 -3.24  0.00
C -0.23 -4.33 -4.92  0.00
C 3.74 0.78 -2.31  0.00
H 2.05 3.45 -0.19  0.00
H 4.81 -2.16 -3.79  0.00
H -3.84 1.25 2.61  0.00
H 1.58 -4.66 -2.12  0.00
H 4.36 2.64 -4.47  0.00
H 2.50 -5.80 2.80  0.00
H -7.04 -0.65 0.13  0.00
H 0.85 -0.55 3.89  0.00
H -1.70 -2.75 -5.27  0.00
H -2.28 5.80 4.41  0.00
H -4.91 0.46 -0.33  0.00
H -1.46 1.21 -4.06  0.00
H 4.25 -4.15 1.96  0.00
H 3.68 4.12 -1.91  0.00
H 0.69 5.67 4.88  0.00
H -0.40 -4.15 0.28  0.00
H 1.18 -5.78 -4.20  0.00
H 5.31 0.52 -5.10  0.00
H -0.45 -4.79 -5.84  0.00
H -3.75 2.43 0.17  0.00
H -5.24 -2.68 3.43  0.00
H 6.47 0.66 -3.79  0.00
H -3.19 2.96 -4.01  0.00
H 2.90 -2.91 -2.51  0.00
H 2.73 2.56 1.77  0.00
H -1.20 -1.62 -3.08  0.00
H 3.57 -2.53 0.32  0.00
H 2.53 4.56 3.09  0.00
H 5.87 2.92 -3.61  0.00
H 0.21 -5.79 1.97  0.00
H -0.98 -0.12 -1.96  0.00
H -1.66 4.79 5.68  0.00
H -7.11 -2.31 2.04  0.00
H -2.96 -1.60 2.82  0.00
H -0.33 -1.59 4.85  -0.01
H -3.86 3.12 4.19  0.00
H -0.23 6.31 3.51  0.00
H -4.13 3.64 -1.93  0.00
H 0.92 -2.34 3.95  0.00


Number 1: E -106292.243 eV. Number 2: E -160383.879 eV. Number 3: E -101265.812 eV. Number 4: E -238069.952 eV. Number 5: E -116259.056 eV.